C6H6FLiO6Pt as an isolated structure. Source: the Open Molecules 2025 dataset; level of theory: ωB97M-V/def2-TZVPD.

Calculated values
<S²>: 3.82
Total charge: +1
2S+1: 4
Kohn-Sham gap (alpha / beta), eV: 6.53 / 5.36
E_tot, eV: -24758.902
E_LUMO (alpha / beta), eV: -3.7 / -6.4

XYZ file:
```
21
C6H6FLiO6Pt ωB97M-V/def2-TZVPD
H 1.65056 -0.87656 0.76158
O -0.89435 1.49710 1.18890
O -0.09986 1.92744 -0.78736
O -2.28368 2.09332 -0.49437
C 0.53519 1.04902 1.21051
C 1.05888 1.79661 0.04384
C -1.18124 1.86323 0.00776
H 0.95548 1.38526 2.16251
F 1.48850 3.13043 0.27194
H 1.86563 1.34285 -0.53960
Pt -3.83598 1.96750 -0.02506
H 0.32328 -3.68324 0.53804
O -0.98502 -2.20169 -0.09946
O 0.65388 -1.11178 -1.05959
O -1.42241 -0.70610 -1.71295
C 0.18458 -2.60385 0.65373
C 1.31340 -1.76238 0.05348
C -0.64544 -1.31587 -0.99916
H -0.01316 -2.34524 1.70001
H 2.11676 -2.36999 -0.37796
Li -0.78499 0.92396 -2.49679
```